No. 1
Here is C4H5NO in the gas phase in a non-equilibrium geometry from the OMol25 dataset. Energies are from the ωB97M-V functional and the def2-TZVPD basis.

Each line ends with the natural charge from an NBO analysis.
Positions of all 11 atoms, in Å:
C 2.10125 -0.73145 0.42179  0.6944
C -0.01248 0.07069 -0.61601  -0.4342
C 1.64261 -0.45327 -0.73787  -0.5669
C -1.29952 0.60184 0.59536  0.1936
N -2.20390 -0.20340 0.71113  -0.6043
O 2.43316 -1.01146 1.48337  -0.4655
H -0.01561 1.13503 -1.06657  0.1880
H -0.52195 -0.62837 -1.18342  0.1940
H 1.86055 -0.46264 -1.77240  0.2714
H -0.91413 1.50436 1.00622  0.1750
H -3.06999 0.17867 1.15838  0.3544

As for the highest occupied orbital energy: -8.9 eV. As for the relative energy (zero: lowest compared OMol25 entry of this formula, charge and spin): 98.2 kcal per mole. As for the total charge: 0. Its SMILES is [H]/N=C/CC=C=O. The calculation puts the gap between HOMO and LUMO at 9.75 eV. The calculated total energy is -285.258142 Ha. As for the LUMO energy: 0.83 eV.

---

No. 2
Here is 2 unconnected molecules or ions with the total composition C4H5NO in a non-equilibrium geometry from the OMol25 dataset. Energies are from the ωB97M-V functional and the def2-TZVPD basis.

Each line ends with the natural charge from an NBO analysis.
Positions of all 11 atoms, in Å:
C -0.58033 0.79725 0.22070  0.0807
C -0.43807 0.72248 3.58572  0.1614
C 0.19651 -0.13016 -0.22695  0.2504
C 0.30615 -0.37899 -1.80097  -0.6259
N -0.53104 0.73170 2.38361  -0.7522
O 0.92705 -0.96681 0.52220  -0.6455
H -0.27280 0.42528 -2.27743  0.2288
H 1.39084 -0.59032 -2.20305  0.2599
H -0.29658 -1.25617 -1.95152  0.2362
H -1.27203 1.64428 0.29873  0.2771
H 0.57031 -0.99856 1.44898  0.5292

As for the highest occupied orbital energy: -10.2 eV. As for the relative energy (zero: lowest compared OMol25 entry of this formula, charge and spin): 115.5 kcal per mole. As for the total charge: 0. The calculation puts the gap between HOMO and LUMO at 9.06 eV. The calculated total energy is -285.230573 Ha. As for the LUMO energy: -1.10 eV.

---

No. 3
Here is C4H5NO in the gas phase from the OMol25 dataset. Energies are from the ωB97M-V functional and the def2-TZVPD basis.

Each line ends with the natural charge from an NBO analysis.
Positions of all 11 atoms, in Å:
O -1.45457 1.92352 0.01294  -0.5698
C -0.68820 0.98872 0.02145  0.6876
C -0.99994 -0.49562 -0.11933  -0.5508
C 0.33779 -1.14994 0.08236  -0.2557
C 1.26766 -0.20413 0.21001  -0.0183
N 0.69825 1.07760 0.14258  -0.6376
H -1.41681 -0.63834 -1.12559  0.2498
H -1.77304 -0.80860 0.58271  0.2489
H 0.51347 -2.20996 0.13012  0.2219
H 2.33038 -0.29158 0.40728  0.2157
H 1.18501 1.80833 -0.34451  0.4081

As for the highest occupied orbital energy: -8.8 eV. As for the relative energy (zero: lowest compared OMol25 entry of this formula, charge and spin): 3.4 kcal per mole. As for the total charge: 0. Its SMILES is O=C1CC=CN1. The calculation puts the gap between HOMO and LUMO at 9.73 eV. The calculated total energy is -285.409218 Ha. As for the LUMO energy: 0.91 eV.

---

No. 4
Here is a molecular structure, C4H5NO in a non-equilibrium geometry from the OMol25 dataset. Energies are from the ωB97M-V functional and the def2-TZVPD basis.

Each line ends with the natural charge from an NBO analysis.
Positions of all 11 atoms, in Å:
C -1.66636 0.14116 -0.49999  -0.6615
C -0.17634 -0.04378 -0.20072  -0.3484
C 1.18541 -0.11388 1.31428  0.5009
O 1.34860 -0.11540 2.49448  -0.4533
C 2.31436 -0.13793 0.36997  0.1132
N 2.70589 -0.12540 -0.72146  -0.2450
H -2.28663 -0.24303 0.30049  0.2273
H -1.98077 -0.40313 -1.41352  0.2336
H -1.88519 1.20011 -0.67195  0.2171
H 0.33532 0.86466 -0.47951  0.2068
H 0.16833 -1.03210 -0.48864  0.2091

As for the highest occupied orbital energy: -9.9 eV. As for the relative energy (zero: lowest compared OMol25 entry of this formula, charge and spin): 81.4 kcal per mole. As for the total charge: 0. The calculation puts the gap between HOMO and LUMO at 9.70 eV. The calculated total energy is -285.284827 Ha. As for the LUMO energy: -0.16 eV.

---

No. 5
Here is 2 unconnected molecules or ions with the total composition C4H5NO from the OMol25 dataset. Energies are from the ωB97M-V functional and the def2-TZVPD basis.

Each line ends with the natural charge from an NBO analysis.
Positions of all 11 atoms, in Å:
O -2.22644 0.04428 -1.02874  -0.4798
C -1.58353 -0.45668 -0.13849  0.3673
N 0.08404 1.61572 0.83878  -0.6112
C 1.02839 1.34204 0.03722  -0.0324
C -0.47380 -1.38070 -0.39227  -0.1163
C 0.43015 -2.15655 -0.58080  -0.1762
H -1.78556 -0.26465 0.92905  0.1514
H 0.43540 1.69042 1.79521  0.3335
H 0.78913 1.21985 -1.02202  0.1691
H 2.07868 1.19794 0.32408  0.1514
H 1.22354 -2.85166 -0.76202  0.2432

As for the highest occupied orbital energy: -10.3 eV. As for the relative energy (zero: lowest compared OMol25 entry of this formula, charge and spin): 79.9 kcal per mole. As for the total charge: 0. Its SMILES is C#CC=O.C=N. The calculation puts the gap between HOMO and LUMO at 10.58 eV. The calculated total energy is -285.287331 Ha. As for the LUMO energy: 0.26 eV.

---

No. 6
Here is C4H5NO in the gas phase in a non-equilibrium geometry from the OMol25 dataset. Energies are from the ωB97M-V functional and the def2-TZVPD basis.

Each line ends with the natural charge from an NBO analysis.
Positions of all 11 atoms, in Å:
C 0.45201 0.04009 1.33200  -0.7292
C 0.00716 0.86258 0.15427  0.5919
O -0.14641 2.06054 0.18878  -0.5183
C -0.26247 0.16453 -1.17408  -0.3486
C -0.68619 -2.36186 -0.83989  0.3070
N -0.38331 -1.24148 -1.06176  -0.5409
H 0.72138 0.71682 2.14012  0.2439
H 1.29857 -0.60633 1.07791  0.2412
H -0.35372 -0.62303 1.66663  0.2504
H 0.53827 0.42918 -1.88199  0.2497
H -1.18528 0.55895 -1.60201  0.2528

As for the highest occupied orbital energy: -10.3 eV. As for the relative energy (zero: lowest compared OMol25 entry of this formula, charge and spin): 30.5 kcal per mole. As for the total charge: 0. The calculation puts the gap between HOMO and LUMO at 11.09 eV. The calculated total energy is -285.366003 Ha. As for the LUMO energy: 0.74 eV.

---

No. 7
Here is C4H5NO in the gas phase in a non-equilibrium geometry from the OMol25 dataset. Energies are from the ωB97M-V functional and the def2-TZVPD basis.

Each line ends with the natural charge from an NBO analysis.
Positions of all 11 atoms, in Å:
C -1.01754 -0.72352 0.62805  -0.6402
C 0.18123 0.20155 0.77415  -0.2032
C 1.39132 0.18187 -0.11014  -0.1050
O 0.29388 0.49822 -2.39561  -0.2639
C 0.51886 1.10711 -0.36712  -0.0024
N -0.05398 1.39900 -1.66209  0.1349
H -1.87608 -0.25594 1.12960  0.2228
H -1.30387 -0.89296 -0.41987  0.2154
H -0.82766 -1.68799 1.10409  0.2165
H 0.42396 0.48802 1.78965  0.1955
H 2.26988 -0.31537 -0.47072  0.2295

As for the highest occupied orbital energy (spin up / spin down): -9.5 / -9.5 eV. As for the relative energy (zero: lowest compared OMol25 entry of this formula, charge and spin): 139.4 kcal per mole. As for the total charge: 0. Its SMILES is C[C@H]1C=C1N=O. The calculation puts the gap between HOMO and LUMO (spin up / spin down) at 8.80 / 8.80 eV. The calculated total energy is -285.192364 Ha. As for the LUMO energy (spin up / spin down): -0.69 / -0.69 eV.

---

No. 8
Here is C4H5NO in the gas phase in a non-equilibrium geometry from the OMol25 dataset. Energies are from the ωB97M-V functional and the def2-TZVPD basis.

Each line ends with the natural charge from an NBO analysis.
Positions of all 11 atoms, in Å:
O 1.20045 -1.09767 -1.75337  -0.5351
C 0.56738 -0.62000 -0.85304  0.6912
C 0.59846 0.77481 -0.24427  -0.5444
C -0.51938 0.69568 0.81716  -0.5444
C -0.99297 -0.71457 0.94134  0.1548
N -0.42585 -1.31900 -0.10531  -0.6472
H 0.44308 1.52606 -1.02237  0.2507
H 1.59966 0.95671 0.17555  0.2518
H -0.38276 1.26375 1.73890  0.2447
H -1.55066 0.93617 0.51629  0.2630
H -0.64556 -2.27652 -0.34139  0.4150

As for the highest occupied orbital energy: -8.9 eV. As for the relative energy (zero: lowest compared OMol25 entry of this formula, charge and spin): 39.4 kcal per mole. As for the total charge: 0. The calculation puts the gap between HOMO and LUMO at 9.59 eV. The calculated total energy is -285.351830 Ha. As for the LUMO energy: 0.70 eV.

---

No. 9
Here is C4H5NO in the gas phase from the OMol25 dataset. Energies are from the ωB97M-V functional and the def2-TZVPD basis.

Each line ends with the natural charge from an NBO analysis.
Positions of all 11 atoms, in Å:
C 1.93304 0.02920 0.09878  -0.8980
C 0.51991 -0.20876 -0.08332  0.5712
N -0.18430 0.59467 0.68904  -0.5902
C -1.53018 0.44134 0.38041  -0.0946
C -1.57703 -0.55378 -0.52936  0.0518
O -0.29796 -0.96781 -0.82693  -0.3956
H 0.88551 0.96078 1.09966  0.4603
H 2.30121 0.76235 -0.62501  0.2243
H 2.57327 -0.85374 0.12065  0.2159
H -2.32800 0.99093 0.85576  0.2362
H -2.38248 -1.08014 -1.01801  0.2186

As for the highest occupied orbital energy: -7.8 eV. As for the relative energy (zero: lowest compared OMol25 entry of this formula, charge and spin): 85.8 kcal per mole. As for the total charge: 0. Its SMILES is C=C1NC=CO1. The calculation puts the gap between HOMO and LUMO at 8.67 eV. The calculated total energy is -285.277872 Ha. As for the LUMO energy: 0.88 eV.

---

No. 10
Here is 2 unconnected molecules or ions with the total composition C4H5NO from the OMol25 dataset. Energies are from the ωB97M-V functional and the def2-TZVPD basis.

Each line ends with the natural charge from an NBO analysis.
Positions of all 11 atoms, in Å:
C 1.45302 -0.40270 0.48171  -0.0504
N 1.15784 0.81259 0.29616  -0.6126
C -1.08209 1.45975 -0.12670  0.7123
O -0.87568 2.60605 -0.17475  -0.4468
C -1.67654 0.27595 -0.04939  -0.3694
C -1.33297 -0.98086 -0.28824  -0.2777
H 2.13198 -0.98346 -0.14696  0.1571
H -0.33350 -1.26184 -0.64361  0.1721
H 0.97115 -0.92051 1.31476  0.1718
H 1.59333 1.21482 -0.53480  0.3456
H -2.00655 -1.81979 -0.12819  0.1980

As for the highest occupied orbital energy: -8.7 eV. As for the relative energy (zero: lowest compared OMol25 entry of this formula, charge and spin): 83.9 kcal per mole. As for the total charge: 0. Its SMILES is C=C=C=O.C=N. The calculation puts the gap between HOMO and LUMO at 8.49 eV. The calculated total energy is -285.280945 Ha. As for the LUMO energy: -0.24 eV.

---

What is the formula in the sixth record? C4H5NO